(A)
A cluster of 3 separate species, C2H7NO2S in total. Source: OMol25; level of theory: ωB97M-V/def2-TZVPD.

Gap between HOMO and LUMO in eV: 9.73

```
! RIJCOSX wB97M-V def2-TZVPD def2/J DEFGRID3
* xyz 0 1
C 2.45085 -0.87322 -1.56410
C -2.07224 0.83373 0.23361
N -1.46656 1.28286 1.23278
O 0.47164 -0.73375 1.65606
O 0.06204 -0.10511 -2.04681
S 0.85863 -1.16803 -1.43154
H 2.87377 -0.00353 -2.02930
H 3.10784 -1.60446 -1.13410
H -2.84929 1.35034 -0.33350
H -1.80662 -0.15577 -0.11767
H -1.73102 2.22237 1.53077
H -0.07166 0.06196 1.51714
H 0.17262 -1.10738 2.48666
*
```

(B)
An isolated molecule of C2H7NO2S. Source: OMol25; level of theory: ωB97M-V/def2-TZVPD.

Gap between HOMO and LUMO in eV: 9.87

```
! RIJCOSX wB97M-V def2-TZVPD def2/J DEFGRID3
* xyz 0 1
C 0.59710 -0.14035 1.23086
C 0.30257 -0.29631 -0.21193
N 1.19209 0.71350 -1.25769
O -1.71613 1.36807 0.48636
O -2.42582 -0.87983 -0.56474
S -1.45306 0.48477 -0.62172
H 1.60853 -0.04895 1.36769
H 0.23062 -0.99335 1.71497
H 0.19336 0.70677 1.63239
H 0.38891 -1.28165 -0.63082
H 2.11958 0.35314 -1.37592
H 1.11236 1.46624 -0.59755
H -2.15011 -1.45206 -1.17190
*
```

Pick (A): it beats the second-best structure by 8.0 kcal/mol.